This record from OMol25 describes a structure of composition C6H11NO in a non-equilibrium geometry. The level of theory is ωB97M-V/def2-TZVPD.

Summary:
LUMO in hartree: 0.0235
Max |F| in eV/A: 6.932
HOMO level in eV: -8.2
Gap between HOMO and LUMO in eV: 8.79
Charge: 0
DFT total energy in Eh: -365.0565
2S+1: 1

Each line ends with the natural charge from an NBO analysis.
Geometry (Å):
C: 0.8487 -0.3546 0.6158  0.220
C: -1.5399 -0.8409 0.4695  -0.408
C: -2.6455 0.1544 0.2204  -0.624
C: -0.0137 -0.3354 -0.4968  0.022
C: 3.1138 0.6381 -0.3525  -0.125
C: -0.1156 0.0377 -1.7432  -0.382
O: 0.8014 0.7584 1.4223  -0.682
N: 2.4025 -0.3853 -0.4420  -0.454
H: 1.3901 0.6297 2.1750  0.486
H: 0.9630 -1.3146 1.1232  0.192
H: -1.3806 -0.9869 1.5381  0.197
H: -1.7086 -1.8246 0.0332  0.201
H: 2.8897 1.4964 0.3048  0.137
H: 4.1034 0.6636 -0.8247  0.165
H: 0.7680 0.3254 -2.2943  0.224
H: -1.0759 0.1076 -2.2317  0.209
H: -3.5468 -0.1093 0.7816  0.208
H: -2.9190 0.1884 -0.8339  0.201
H: -2.3349 1.1519 0.5355  0.213

This record from OMol25 describes an isolated molecule of C6H11NO. The level of theory is ωB97M-V/def2-TZVPD.

Summary:
SMILES: C=C(C)C[C@H](N)C=O
LUMO in hartree: 0.0298
Max |F| in eV/A: 0.895
HOMO level in eV: -9.2
Gap between HOMO and LUMO in eV: 10.00
Charge: 0
DFT total energy in Eh: -365.1700
2S+1: 1

Each line ends with the natural charge from an NBO analysis.
Geometry (Å):
C: 1.8275 -0.7388 1.4630  -0.421
C: 1.6096 0.1035 0.4640  0.033
C: 2.7079 0.5216 -0.4726  -0.643
C: 0.2827 0.8193 0.3007  -0.458
C: -0.9059 -0.1593 0.1967  -0.144
N: -0.6956 -1.2645 -0.6926  -0.847
C: -2.1201 0.6367 -0.3056  0.447
O: -3.1185 0.1449 -0.7537  -0.498
H: 2.7945 -1.1970 1.6156  0.198
H: 1.0934 -1.0288 2.2038  0.197
H: 2.3683 0.6027 -1.4987  0.213
H: 3.5149 -0.2123 -0.4837  0.217
H: 3.1284 1.4852 -0.1787  0.222
H: 0.1386 1.4689 1.1720  0.222
H: 0.2589 1.4442 -0.5896  0.204
H: -1.2032 -0.4799 1.2004  0.201
H: -0.9904 -1.0799 -1.6396  0.375
H: 0.1849 -1.7422 -0.5807  0.383
H: -2.0056 1.7338 -0.2338  0.101